{
  "formula": "C17H39N10O14",
  "method": "ωB97M-V/def2-TZVPD",
  "e_homo_ev": -12.361,
  "gap_ha": 0.350,
  "max_force_ev_per_a": 0.8,
  "total_charge": 1,
  "e_lumo_ev": -2.83,
  "symbols": ["C", "C", "C", "C", "N", "C", "N", "C", "C", "C", "C", "N", "C", "H", "H", "H", "H", "H", "H", "H", "H", "H", "H", "H", "H", "H", "H", "H", "H", "H", "H", "C", "N", "O", "O", "H", "H", "H", "C", "N", "O", "O", "H", "H", "H", "C", "N", "O", "O", "H", "H", "H", "C", "N", "O", "O", "H", "H", "H", "C", "N", "O", "O", "H", "H", "H", "C", "N", "O", "O", "H", "H", "H", "C", "N", "O", "O", "H", "H", "H"],
  "coordinates": [[0.77348, 0.15678, -2.24333], [1.55415, -0.85033, -1.38784], [2.31546, -0.26184, -0.19278], [3.73729, -0.81945, -0.08826], [1.59462, -0.51256, 1.13173], [2.21486, 0.32197, 2.28103], [1.25141, 0.61094, 3.28776], [0.14361, -0.35086, 1.04578], [-0.40464, 0.84436, 0.63739], [-1.77654, 0.91612, 0.54614], [-2.52494, -0.21256, 0.86348], [-1.99313, -1.35907, 1.26562], [-0.67099, -1.42153, 1.35668], [0.87871, -0.08955, -3.29906], [1.17079, 1.16559, -2.10629], [-0.28854, 0.20398, -1.99938], [2.31801, -1.31285, -2.01788], [0.90245, -1.67105, -1.07128], [2.36483, 0.82352, -0.30856], [4.39335, -0.22884, -0.72525], [3.76568, -1.85511, -0.43663], [4.13310, -0.79967, 0.92671], [1.79273, -1.49024, 1.35759], [2.63404, 1.21856, 1.82356], [3.02314, -0.26596, 2.70525], [1.55242, 0.27825, 4.19335], [1.04283, 1.59621, 3.36301], [0.21012, 1.69998, 0.38295], [-2.26321, 1.82545, 0.21827], [-3.60684, -0.16656, 0.79443], [-0.23179, -2.36062, 1.68164], [2.71461, 1.70086, -4.96714], [3.55573, 0.75646, -4.18571], [3.97885, -0.23723, -4.72599], [3.73556, 1.03906, -3.01244], [2.62268, 1.32498, -5.97846], [1.75105, 1.74877, -4.46955], [3.20233, 2.67072, -4.93677], [1.83196, -3.91659, 4.18882], [2.96670, -3.00860, 3.87066], [2.94085, -1.86359, 4.30763], [3.84280, -3.43633, 3.16132], [1.12346, -3.37546, 4.80439], [1.40754, -4.20460, 3.23030], [2.22472, -4.78800, 4.70343], [4.50343, -0.69392, 7.05230], [5.08553, 0.64306, 7.35368], [4.98303, 1.50066, 6.49805], [5.61598, 0.78360, 8.43036], [4.07901, -0.65311, 6.05843], [5.30444, -1.42440, 7.11383], [3.74973, -0.89766, 7.80707], [-1.65463, 4.11963, -5.39107], [-0.70565, 3.06570, -4.94036], [-0.32925, 3.08247, -3.78400], [-0.36052, 2.24078, -5.76008], [-1.86190, 4.77010, -4.55093], [-1.17761, 4.65085, -6.20894], [-2.54819, 3.61372, -5.74344], [-4.58413, -0.09328, -2.23050], [-5.30025, 1.17452, -2.54194], [-6.49217, 1.22540, -2.33502], [-4.62381, 2.08211, -2.97996], [-5.29791, -0.81178, -1.84519], [-4.12547, -0.44095, -3.15098], [-3.82409, 0.15266, -1.49628], [-7.98325, 3.26446, -0.61799], [-9.10970, 4.11021, -0.13265], [-10.22665, 3.64380, -0.17236], [-8.82172, 5.21648, 0.27344], [-8.38268, 2.31402, -0.94547], [-7.50453, 3.79584, -1.43396], [-7.29583, 3.15107, 0.21494], [-0.38856, -4.88794, -1.02409], [0.77354, -4.71039, -0.10970], [0.54263, -4.51464, 1.07432], [1.87766, -4.76616, -0.59193], [-1.29662, -4.80706, -0.43927], [-0.31832, -4.11280, -1.78173], [-0.28663, -5.86664, -1.48315]],
  "mulliken_charge": [-1.5675, -0.5311, 0.1292, -1.5236, 0.9381, -0.8983, -0.3111, -0.1781, -0.2586, -0.6342, -0.6215, -0.6730, -0.4697, 0.5822, 0.3461, 0.2327, 0.7027, -0.0077, 0.4613, 0.3853, 0.4284, 0.3783, 0.5194, 0.2770, 0.6140, 0.1951, 0.2510, 0.4912, 0.4625, 0.6115, 0.5610, -0.4352, 0.9466, -0.5611, -0.5179, 0.2941, 0.0054, 0.3138, -0.5974, 0.8286, -0.4422, -0.5012, 0.2999, 0.1562, 0.3405, -0.3523, 0.8984, -0.5324, -0.5397, -0.0542, 0.2952, 0.2900, -0.7710, 0.8757, -0.5082, -0.5102, 0.3077, 0.3117, 0.2849, -0.2424, 0.9177, -0.5176, -0.5320, 0.3094, 0.3186, -0.2413, -0.7358, 0.8763, -0.5147, -0.5279, 0.3294, 0.2942, 0.2752, -0.7359, 0.8973, -0.5676, -0.5178, 0.3218, 0.2593, 0.3156]
}